Record 1
{
  "formula": "C3H13N3",
  "method": "ωB97M-V with the def2-TZVPD basis set",
  "symbols": ["N", "N", "N", "C", "C", "C", "H", "H", "H", "H", "H", "H", "H", "H", "H", "H", "H", "H", "H"],
  "coordinates": [[1.134, 0.378, -1.684], [0.544, 2.666, -0.927], [-0.192, -0.939, 1.103], [0.536, 1.614, -2.018], [-0.063, -1.462, 2.591], [-1.536, -1.432, 0.692], [-0.786, -0.909, 3.191], [-2.074, -2.162, 1.336], [0.553, -0.444, -1.477], [-2.265, -0.620, 0.664], [2.112, 0.309, -1.487], [1.116, 2.087, -2.796], [-0.155, -2.550, 2.433], [-1.446, -1.860, -0.298], [0.342, -1.036, 0.247], [1.003, -1.233, 2.768], [-0.491, 1.419, -2.269], [1.514, 2.698, -0.647], [0.155, 3.476, -1.421]],
  "forces_ev_per_angstrom": [[-0.58, -0.79, 0.06], [-1.12, -1.37, -0.51], [-3.90, -0.51, 2.26], [0.78, 0.37, 1.20], [2.72, 0.39, -4.51], [-0.23, 0.79, -0.03], [0.14, -0.41, -0.09], [0.96, -0.04, -0.06], [0.45, 0.75, -0.25], [-0.04, 0.31, -0.27], [0.21, -0.03, 0.02], [-0.19, -0.15, -1.02], [-0.37, 0.30, 1.17], [-0.34, -0.20, -0.44], [1.45, -0.63, 1.35], [-0.50, -0.08, 0.94], [-0.40, 0.10, -0.48], [0.05, 0.94, 0.00], [0.88, 0.26, 0.64]],
  "charge": -1,
  "spin_multiplicity": 2,
  "orbital_gap_ev": [2.8, 8.7]
}



Record 2
{
  "formula": "C3H13N3",
  "method": "ωB97M-V with the def2-TZVPD basis set",
  "symbols": ["N", "N", "N", "C", "C", "C", "H", "H", "H", "H", "H", "H", "H", "H", "H", "H", "H", "H", "H"],
  "coordinates": [[-1.585, 1.117, -0.193], [-0.538, 3.130, -1.292], [1.143, -1.179, 0.347], [0.792, -1.686, 1.712], [-0.494, 2.079, -0.179], [0.789, -2.126, -0.663], [0.553, -0.682, 2.236], [-1.920, 0.968, -1.091], [-0.650, 2.479, -2.152], [-0.310, -2.378, -0.539], [-0.144, -2.382, 1.667], [1.459, -2.972, -0.754], [0.679, -1.510, -1.652], [-1.441, 3.529, -1.218], [0.422, 1.379, -0.289], [-0.367, 2.631, 0.751], [-2.103, 0.961, 0.707], [2.107, -1.200, 0.255], [1.607, -2.158, 2.349]],
  "forces_ev_per_angstrom": [[0.36, 1.04, 3.41], [0.69, -3.92, -0.74], [-1.30, -1.26, 1.23], [-0.91, 1.52, 0.98], [1.76, -0.88, -0.97], [-3.09, 1.54, -2.64], [-0.10, -1.95, -0.17], [-1.36, -0.63, -1.12], [0.44, 1.72, 1.35], [1.35, -0.41, 0.09], [1.74, 1.41, 0.16], [-0.13, -0.43, -0.19], [0.81, -1.36, 1.28], [-1.17, 0.76, 0.16], [-0.76, 1.85, -0.13], [-0.39, -0.26, 0.19], [0.39, 0.27, -2.13], [2.44, 0.77, 0.40], [-0.78, 0.23, -1.15]],
  "spin_multiplicity": 1,
  "smiles": "CNC.NCN",
  "orbital_gap_ev": 9.6
}



Record 3
{
  "formula": "C3H13N3O",
  "method": "ωB97M-V with the def2-TZVPD basis set",
  "symbols": ["O", "N", "N", "N", "C", "C", "C", "H", "H", "H", "H", "H", "H", "H", "H", "H", "H", "H", "H", "H"],
  "coordinates": [[-2.619, -2.599, -2.040], [-1.015, -1.871, 0.778], [1.696, 1.883, 1.595], [-0.052, 0.014, -0.402], [1.774, 1.748, 0.075], [0.431, 1.360, -0.530], [-0.389, -0.538, 0.883], [0.481, 1.653, -1.573], [2.154, 2.720, -0.244], [0.444, -0.617, -1.016], [2.547, 1.496, 1.967], [-3.151, -2.236, -2.751], [-1.801, -2.916, -2.445], [-1.056, 0.131, 1.433], [-1.878, -1.809, 1.312], [0.519, -0.660, 1.488], [2.549, 0.999, -0.144], [-0.302, 2.043, -0.081], [-1.320, -2.031, -0.174], [0.987, 1.231, 1.867]],
  "forces_ev_per_angstrom": [[0.25, -0.15, 0.15], [-0.17, 0.53, 0.15], [-0.17, -0.04, -1.50], [-0.41, -0.05, -0.85], [0.78, -0.22, 1.89], [0.05, 1.19, 0.44], [0.61, -0.59, 0.26], [-0.18, -0.27, -0.36], [-0.31, -0.08, -0.55], [0.09, -0.19, 0.34], [0.33, 0.03, 0.29], [0.05, 0.04, -0.10], [-0.26, 0.07, -0.06], [0.07, 0.35, -0.24], [0.12, -0.38, -0.11], [-0.05, -0.09, 0.24], [-0.19, 0.03, -0.36], [-0.10, -0.09, -0.01], [-0.11, 0.14, -0.15], [-0.39, -0.22, 0.52]],
  "spin_multiplicity": 1,
  "smiles": "NCCNCN.O",
  "orbital_gap_ev": 9.3
}



Record 4
{
  "formula": "C3H13N3O",
  "method": "ωB97M-V with the def2-TZVPD basis set",
  "symbols": ["O", "N", "N", "N", "C", "C", "C", "H", "H", "H", "H", "H", "H", "H", "H", "H", "H", "H", "H", "H"],
  "coordinates": [[-1.278, 1.538, -1.485], [0.328, -0.317, -0.145], [-1.617, -0.764, 1.944], [1.151, -0.480, -2.441], [0.738, -0.033, 1.239], [-0.562, 0.276, 2.071], [1.481, -0.362, -1.005], [2.112, 0.503, -0.756], [2.001, -1.218, -0.729], [-1.071, 1.084, 1.632], [-0.241, 0.451, 3.104], [-1.248, -1.588, 2.312], [1.229, -0.981, 1.601], [-0.695, 0.937, -0.946], [-0.909, 2.301, -1.911], [1.543, 0.809, 1.227], [-2.392, -0.568, 2.562], [-0.295, -1.136, -0.264], [0.854, -1.423, -2.674], [0.364, 0.158, -2.607]],
  "forces_ev_per_angstrom": [[-1.10, -0.86, 0.19], [-0.85, 1.05, 0.03], [0.63, 0.79, -0.39], [-0.08, 0.84, 0.98], [-0.65, -0.80, -0.10], [0.88, -1.04, -0.06], [-0.80, 0.15, -1.35], [-0.25, -0.04, -0.53], [1.70, -1.67, 0.21], [0.02, 1.77, -0.27], [-0.23, 0.23, -0.01], [0.66, -1.94, 0.58], [-0.14, 0.95, 0.34], [0.26, 0.84, -0.32], [0.81, 0.14, 0.18], [-1.73, -1.31, 0.23], [-0.14, 0.46, -0.09], [0.69, 0.68, 0.48], [0.00, 0.17, 0.15], [0.31, -0.41, -0.25]],
  "spin_multiplicity": 1,
  "smiles": "NCCNCN.O",
  "orbital_gap_ev": 10.1
}



Record 5
{
  "formula": "C3H13N4",
  "method": "ωB97M-V with the def2-TZVPD basis set",
  "symbols": ["N", "N", "N", "N", "C", "C", "C", "H", "H", "H", "H", "H", "H", "H", "H", "H", "H", "H", "H", "H"],
  "coordinates": [[0.925, -1.569, -1.284], [-0.955, 1.207, -0.187], [2.251, -1.408, 0.718], [-0.118, -1.261, 0.829], [0.981, -1.441, 0.117], [-2.401, 1.304, 0.076], [-0.351, 2.519, -0.019], [1.629, -1.113, -1.849], [0.739, 2.378, -0.049], [-0.544, 0.488, 0.449], [-0.841, -1.865, 0.426], [-2.894, 0.353, -0.201], [-0.684, 2.996, 0.933], [-0.605, 3.182, -0.869], [-2.764, 2.115, -0.572], [2.305, -1.250, 1.726], [0.006, -1.589, -1.722], [-0.892, 0.877, -1.160], [3.096, -1.216, 0.176], [-2.649, 1.573, 1.133]],
  "forces_ev_per_angstrom": [[0.31, -0.03, 0.70], [-1.16, 0.04, 0.03], [-1.54, 0.53, -1.16], [1.22, -1.15, -0.03], [0.64, 0.93, 0.23], [-1.57, 0.05, 0.15], [1.28, 1.38, -0.19], [0.17, -0.46, 0.12], [-0.32, 0.29, 0.29], [0.21, -0.64, -0.17], [-0.25, 0.63, -0.06], [0.25, 0.53, 0.26], [0.35, -0.58, -0.74], [-0.09, -0.43, 0.54], [-0.14, -0.39, 0.25], [-0.30, -0.13, -0.68], [0.47, 0.00, 0.48], [0.52, 0.06, 0.56], [-0.64, -0.24, 0.30], [0.60, -0.38, -0.87]],
  "charge": 1,
  "spin_multiplicity": 1,
  "orbital_gap_ev": 9.4
}



Record 6
{
  "formula": "C3H13N4",
  "method": "ωB97M-V with the def2-TZVPD basis set",
  "symbols": ["N", "N", "N", "N", "C", "C", "C", "H", "H", "H", "H", "H", "H", "H", "H", "H", "H", "H", "H", "H"],
  "coordinates": [[0.610, -0.974, -0.152], [-2.149, -1.813, -0.512], [-0.115, 0.161, -0.001], [3.227, -0.847, 0.075], [-2.387, 1.290, 0.010], [-1.439, 0.114, 0.038], [0.574, 1.392, 0.223], [0.007, 2.047, -0.433], [-2.231, 1.685, 0.977], [3.463, 0.066, 0.531], [-2.161, 2.088, -0.706], [3.930, -0.958, -0.726], [0.576, 1.799, 1.258], [1.573, -1.075, 0.003], [3.499, -1.531, 0.670], [1.661, 1.380, 0.088], [-2.168, -2.383, 0.341], [-3.073, -1.818, -0.838], [-3.468, 1.045, -0.127], [0.072, -1.668, -0.721]],
  "forces_ev_per_angstrom": [[-4.70, -1.37, -1.50], [4.02, 2.38, 1.42], [-2.11, -2.56, 1.00], [1.59, 3.21, -3.09], [-0.16, -0.97, -0.56], [-0.46, -2.80, -2.21], [0.54, 2.07, 0.81], [0.85, 0.81, 0.04], [-0.33, 0.92, 1.29], [-0.07, -1.19, -0.52], [0.35, -0.37, -0.11], [-1.48, 0.45, 1.28], [-0.97, -0.64, -0.37], [2.30, 0.94, 0.08], [1.07, -2.62, 2.68], [-0.55, -0.54, -1.05], [0.26, 0.65, 0.15], [-1.90, 1.12, -0.51], [1.10, -0.24, 0.23], [0.67, 0.76, 0.90]],
  "charge": 1,
  "spin_multiplicity": 1,
  "orbital_gap_ev": 8.8
}



Record 7
{
  "formula": "C3H13N4",
  "method": "ωB97M-V with the def2-TZVPD basis set",
  "symbols": ["N", "N", "N", "N", "C", "C", "C", "H", "H", "H", "H", "H", "H", "H", "H", "H", "H", "H", "H", "H"],
  "coordinates": [[-1.641, -0.874, 1.787], [-2.079, -0.379, -1.784], [1.311, 0.316, -1.226], [-1.308, 0.221, -0.706], [2.132, 0.274, -0.317], [3.054, 0.306, 0.588], [2.865, 1.169, 1.839], [-2.227, -1.373, -1.688], [-1.729, -0.008, -2.634], [3.923, -0.490, 0.606], [3.139, 2.183, 1.638], [-1.501, 1.192, -0.870], [1.445, 0.956, -2.090], [-2.305, -1.477, 2.058], [-1.526, -0.268, 0.330], [3.636, 1.037, 2.601], [1.849, 0.991, 2.231], [-0.219, 0.265, -0.935], [-0.809, -1.316, 1.917], [-1.783, -0.066, 2.480]],
  "forces_ev_per_angstrom": [[-0.50, 5.66, -0.31], [-0.48, 0.34, 1.56], [-0.58, 1.10, -2.08], [0.86, -0.88, -0.67], [1.12, 0.42, -0.84], [1.82, -1.81, 1.58], [0.42, -0.40, -0.05], [0.55, 0.12, -0.23], [0.24, -0.46, -0.99], [-1.98, 1.68, -0.41], [-0.84, 1.01, -0.56], [-0.83, 0.82, 1.17], [0.41, -1.18, 1.99], [-3.32, -2.99, 0.81], [-0.05, 1.03, -1.14], [-0.30, -1.11, 0.06], [0.66, 0.61, 0.10], [-1.14, -1.26, 0.55], [3.14, -1.23, 0.83], [0.81, -1.48, -1.36]],
  "charge": 1,
  "spin_multiplicity": 1,
  "orbital_gap_ev": 9.8
}



Record 8
{
  "formula": "C3H13N4",
  "method": "ωB97M-V with the def2-TZVPD basis set",
  "symbols": ["N", "N", "N", "N", "C", "C", "C", "H", "H", "H", "H", "H", "H", "H", "H", "H", "H", "H", "H", "H"],
  "coordinates": [[3.521, -0.025, 1.296], [1.995, -0.242, -1.255], [-1.071, 0.689, 0.217], [1.401, -0.616, -0.043], [-2.188, 0.130, 0.168], [-3.381, -0.368, -0.068], [-3.461, -1.644, -0.912], [2.003, -0.411, 0.793], [3.663, -0.111, 2.273], [0.425, -0.129, 0.272], [1.409, -0.409, -2.069], [1.099, -1.663, -0.141], [-3.592, -2.368, -0.152], [3.634, 0.923, 1.019], [-4.161, -1.561, -1.651], [-4.233, 0.162, 0.439], [4.253, -0.560, 0.940], [-0.945, 1.400, -0.575], [2.066, 0.734, -1.218], [-2.533, -1.863, -1.403]],
  "forces_ev_per_angstrom": [[-1.10, 0.09, 0.81], [0.51, -0.40, -0.63], [-0.11, 0.40, -1.14], [-5.21, -2.63, 0.78], [-0.47, 0.78, -0.81], [0.85, 1.01, 0.45], [1.69, 1.37, 2.21], [1.38, -0.62, -0.55], [-0.08, 0.40, 1.27], [1.32, -0.44, -1.20], [-0.27, -0.47, 0.39], [1.16, 2.27, 0.65], [-0.77, -1.45, 0.12], [0.45, 0.90, -0.04], [-2.28, -0.13, -1.57], [0.77, -0.98, -0.63], [1.38, -0.98, -1.30], [-0.45, -1.06, 1.35], [0.55, 1.84, -0.03], [0.69, 0.09, -0.13]],
  "charge": 1,
  "spin_multiplicity": 1,
  "orbital_gap_ev": 9.7
}



Record 9
{
  "formula": "C3H13N6S",
  "method": "ωB97M-V with the def2-TZVPD basis set",
  "symbols": ["S", "N", "N", "N", "N", "N", "N", "C", "C", "C", "H", "H", "H", "H", "H", "H", "H", "H", "H", "H", "H", "H", "H"],
  "coordinates": [[4.446, 1.241, 0.378], [3.180, 0.065, -0.012], [-2.598, -1.006, 0.559], [4.662, -1.654, -0.208], [-3.832, 0.772, -0.318], [-1.538, 1.149, -0.039], [0.833, 1.106, -0.278], [-0.310, 0.596, 0.006], [-2.673, 0.492, 0.568], [3.441, -1.159, -0.296], [-2.419, -1.525, -0.268], [-3.694, 0.337, -1.231], [-1.841, 2.083, -0.291], [2.682, -1.699, -0.667], [1.905, 0.693, -0.302], [-2.997, 0.728, 1.618], [-3.365, -1.269, 1.137], [5.153, -1.098, 0.465], [-0.208, -0.368, 0.427], [-4.767, 0.609, -0.046], [0.836, 2.091, -0.494], [4.671, -2.682, -0.127], [3.563, 2.030, 0.990]],
  "forces_ev_per_angstrom": [[-0.69, -1.16, -0.23], [-0.11, 1.40, -0.35], [2.19, 1.91, 2.43], [0.13, -1.98, 0.12], [1.92, 2.05, -1.09], [0.44, -0.84, 0.97], [0.29, 1.96, -0.87], [-0.33, 0.84, 0.51], [-3.81, -3.71, -1.56], [1.86, 3.31, 0.92], [-0.38, 0.01, -0.79], [0.06, 0.18, 0.43], [0.90, 0.16, -0.39], [-2.67, -2.21, -1.19], [-0.68, -0.98, 0.75], [1.00, 0.44, -0.95], [-0.31, -0.96, -0.11], [1.19, -0.32, 0.36], [-0.82, -1.25, 0.18], [-0.71, -0.24, 1.06], [-0.14, 0.34, -0.40], [0.62, 0.93, 0.01], [0.04, 0.13, 0.18]],
  "charge": 1,
  "spin_multiplicity": 1,
  "orbital_gap_ev": 9.4
}



Record 10
{
  "formula": "C3H13NO2S",
  "method": "ωB97M-V with the def2-TZVPD basis set",
  "symbols": ["S", "O", "O", "N", "C", "C", "C", "H", "H", "H", "H", "H", "H", "H", "H", "H", "H", "H", "H", "H"],
  "coordinates": [[0.156, -1.797, -2.847], [-1.618, 3.552, -0.392], [1.836, -3.346, 1.736], [-0.108, 0.923, 0.124], [-0.526, -0.498, -1.754], [0.068, 1.054, 1.529], [0.128, -0.438, -0.376], [0.032, 2.122, 1.912], [-0.373, -1.279, 0.191], [-1.318, 4.203, 0.230], [1.077, 0.617, 1.680], [0.899, -3.212, 2.047], [1.786, -3.185, 0.784], [-1.271, 2.713, -0.122], [1.270, -0.552, -0.540], [-0.755, 0.473, 1.956], [-1.586, -0.534, -1.624], [0.441, 1.564, -0.458], [-0.353, 0.450, -2.211], [0.217, -2.830, -1.864]],
  "forces_ev_per_angstrom": [[-0.17, -0.96, 1.47], [-0.59, 0.58, -0.83], [-1.54, 0.26, 0.27], [-1.18, 0.18, -1.67], [0.68, -0.42, 0.23], [1.02, 0.47, 0.50], [0.99, 0.08, -1.02], [0.01, -1.29, -0.61], [0.98, 1.19, 0.15], [0.22, 0.35, 0.46], [-0.45, 0.18, 1.30], [1.48, -0.22, -0.44], [0.07, -0.02, 0.17], [0.28, -1.03, 0.33], [-1.63, -0.56, 0.67], [0.48, 0.10, 0.58], [-0.77, -0.44, -0.07], [-0.05, -0.33, 0.57], [0.36, 0.56, -0.81], [-0.16, 1.33, -1.24]],
  "spin_multiplicity": 1,
  "smiles": "CNCCS.O.O",
  "orbital_gap_ev": 9.8
}



Record 11
{
  "formula": "C3H13NO2S",
  "method": "ωB97M-V with the def2-TZVPD basis set",
  "symbols": ["S", "O", "O", "N", "C", "C", "C", "H", "H", "H", "H", "H", "H", "H", "H", "H", "H", "H", "H", "H"],
  "coordinates": [[1.334, 1.602, -0.364], [-4.539, 1.149, 1.856], [-1.030, 3.366, 1.447], [0.292, -2.621, -1.456], [0.468, -1.790, -0.265], [1.950, 0.093, -1.064], [1.836, -1.162, -0.118], [2.768, -1.691, -0.386], [1.991, -1.023, 0.940], [1.591, -0.294, -2.031], [-4.923, 1.542, 1.079], [-0.672, -2.920, -1.459], [3.007, 0.263, -1.279], [0.580, -2.288, -2.365], [-0.730, 2.461, 1.592], [-5.221, 1.033, 2.516], [2.224, 2.062, 0.520], [-0.772, 3.600, 0.562], [0.103, -2.429, 0.536], [-0.257, -0.952, -0.262]],
  "forces_ev_per_angstrom": [[-2.03, 1.12, -0.68], [0.72, -0.33, 0.26], [-0.18, -0.02, 0.71], [0.00, -0.64, 0.35], [-0.62, 0.03, -1.03], [1.88, -1.72, 1.30], [0.86, 0.32, -0.56], [-0.93, -0.96, -0.17], [0.02, 1.01, 0.36], [-0.70, 1.20, 0.27], [-0.39, 0.21, -0.20], [0.06, -0.09, -0.54], [0.05, -0.04, 0.10], [-0.15, 0.41, 0.22], [-0.03, 0.11, -0.24], [-0.32, 0.10, -0.05], [0.64, -0.71, -0.15], [0.20, -0.08, -0.49], [0.66, 0.01, 0.48], [0.26, 0.06, 0.05]],
  "spin_multiplicity": 1,
  "smiles": "NCCCS.O.O",
  "orbital_gap_ev": 9.9
}



Record 12
{
  "formula": "C3H13NO2S2",
  "method": "ωB97M-V with the def2-TZVPD basis set",
  "symbols": ["S", "S", "O", "O", "N", "C", "C", "C", "H", "H", "H", "H", "H", "H", "H", "H", "H", "H", "H", "H", "H"],
  "coordinates": [[3.164, 0.758, -0.636], [-1.898, -1.447, -0.791], [2.529, -1.565, 1.188], [-2.979, 0.567, 1.296], [0.009, 1.129, -0.494], [0.006, 0.140, 0.480], [-1.191, 1.326, -1.172], [-0.244, -1.264, -0.179], [-2.002, 1.392, -0.457], [3.078, -1.156, 0.487], [-0.637, 0.383, 1.306], [-1.092, 2.179, -1.808], [4.327, 1.164, -1.146], [-2.971, -0.356, 0.995], [3.049, -2.244, 1.623], [-1.533, 0.331, -1.639], [0.414, -1.409, -1.029], [0.881, 1.289, -0.991], [1.055, 0.018, 0.777], [-0.105, -2.025, 0.581], [-3.859, 0.791, 1.608]],
  "forces_ev_per_angstrom": [[-0.40, 0.14, -0.01], [0.59, 0.39, -0.51], [-0.30, -0.39, 0.08], [0.12, 0.17, 0.12], [-1.62, -0.62, -1.26], [2.39, 0.08, 0.66], [0.93, 1.37, 2.31], [-1.59, -0.34, -1.28], [-0.23, 0.48, 0.08], [0.07, 0.17, 0.18], [-0.51, -0.29, 0.18], [-0.33, 0.06, -1.06], [0.01, 0.02, -0.23], [-0.26, 0.16, 0.05], [0.15, 0.04, -0.07], [-0.21, -1.51, -0.41], [0.48, -0.05, 0.30], [0.81, 0.04, -0.06], [-0.32, 0.12, 0.55], [0.29, 0.16, 0.41], [-0.07, -0.19, 0.00]],
  "spin_multiplicity": 1,
  "orbital_gap_ev": 3.4
}